# 1
Here is the ion C4H10F2N with charge +1 in a non-equilibrium geometry from OMol25. Energies are from ωB97M-V/def2-TZVPD.

Atoms and positions in Å:
C -0.4321 -1.4935 0.0161
H 1.5955 1.2408 0.6899
H 2.2224 -0.4490 0.2036
H 0.9238 -0.1704 -1.9533
H -0.3585 -1.7406 1.0424
C 0.0569 0.4239 -1.4521
F -2.2218 0.5788 0.2393
H 1.2031 -0.2061 1.6957
F -0.7283 2.0599 0.5944
N 0.0340 -0.0614 -0.0174
H -1.4913 -1.3618 -0.4153
H -0.9902 0.4398 -1.7547
H -0.9016 0.4333 1.8061
H 0.3675 -2.0843 -0.6359
C -0.9753 0.7371 0.7003
H 0.3867 1.4515 -1.3745
C 1.3093 0.2022 0.6155

As for the highest occupied orbital energy (alpha / beta): -7.61 / -18.28 eV. The energy relative to the best compared isomer or geometry (same formula, charge and spin) comes out at 456.5 kJ/mol. Its charge is +1. The value obtained for the HOMO-LUMO gap (alpha / beta) is 4.7 / 5.6 eV. The LUMO energy (alpha / beta) comes out at -2.913 / -12.630 eV. As for the spin multiplicity: 3. The value obtained for the total energy is -412.208329 a.u.

=====

# 2
Here is a cluster of 2 separate species, C3H6F2S in total in a non-equilibrium geometry from OMol25. Energies are from ωB97M-V/def2-TZVPD.

Atoms and positions in Å:
C 0.7626 -1.1562 -0.7901
C 0.4659 -0.0999 -0.0394
H 1.0046 2.0111 0.1665
H 1.0169 1.3695 -1.3929
S -0.0570 -0.4378 1.6132
F 0.5198 -2.4389 -0.4835
H -0.6331 1.7301 -0.5029
C 0.3662 1.2888 -0.4956
H -2.6555 -0.0263 1.3307
H 0.7138 -1.5239 1.7835
F -2.7709 0.4825 0.6023
H 1.2667 -1.1990 -1.7918

As for the highest occupied orbital energy: -8.78 eV. The energy relative to the best compared isomer or geometry (same formula, charge and spin) comes out at 117.2 kJ/mol. Its charge is 0. The value obtained for the HOMO-LUMO gap is 9.5 eV. The LUMO energy comes out at 0.677 eV. As for the spin multiplicity: 1. The structure (SMILES) is C/C(S)=C/F.F. The value obtained for the total energy is -715.777345 a.u.

=====

# 3
Here is a cluster of 2 separate species, C5H14N3 in total in a non-equilibrium geometry from OMol25. Energies are from ωB97M-V/def2-TZVPD.

Atoms and positions in Å:
H 3.8664 0.9068 0.3775
H -4.3099 -0.6777 -0.0986
H 0.7788 -2.8197 0.3244
N 0.7236 1.0766 0.0849
N -4.1121 0.3068 0.0245
C 2.0449 -1.0635 0.1099
H 2.8541 2.3595 0.1156
N -1.6705 0.5895 -0.3111
C 0.8264 -1.9094 -0.1073
H -0.9318 0.6502 1.6690
H -2.7126 0.7358 -0.2522
H -4.8642 0.7373 -0.5546
C 1.8359 0.4722 0.1388
H 3.3630 1.3890 -1.1885
H -4.2665 0.6757 0.9261
H -0.1880 -1.4476 0.2368
H 2.3873 -1.2787 1.0447
C -0.7160 0.7263 0.5297
H 2.7891 -1.1768 -0.5436
H 0.8030 -2.0524 -1.1329
H -1.5514 0.5632 -1.3131
C 3.0505 1.2369 -0.0802

As for the highest occupied orbital energy: -13.66 eV. The energy relative to the best compared isomer or geometry (same formula, charge and spin) comes out at 344.9 kJ/mol. Its charge is +1. The value obtained for the HOMO-LUMO gap is 10.1 eV. The LUMO energy comes out at -3.578 eV. As for the spin multiplicity: 1. The value obtained for the total energy is -362.847820 a.u.

=====

# 4
Here is a structure of composition C45H51Cl5CoNO5PSeSiTe in a non-equilibrium geometry from OMol25. Energies are from ωB97M-V/def2-TZVPD.

Atoms and positions in Å:
H -21.6105 -2.8178 7.7660
H -18.5970 -0.4633 -2.6177
H -19.1558 0.7531 -0.3498
C -20.6420 -4.9006 2.9526
C -20.7600 -3.0588 7.0670
H -17.3920 -2.4019 5.2022
O -21.5973 -0.2704 0.8448
C -21.8352 6.0901 5.1376
H -17.8038 4.6133 -1.8414
H -22.4172 -5.3397 1.7388
H -18.7910 -4.3045 1.8037
C -22.6344 4.9967 2.7265
H -16.6454 7.2886 3.2812
O -22.8918 1.5812 2.4783
N -22.1867 2.8351 6.0377
C -18.0342 5.9008 4.1060
H -18.0489 5.2464 7.6064
C -19.0303 5.0122 8.0242
C -15.6442 5.7184 4.5073
C -17.0139 1.8748 -4.5410
C -18.2383 4.7843 4.9325
C -15.7572 0.4618 2.5971
C -23.3192 6.1061 3.2318
C -22.1480 -4.7182 2.6183
O -20.2380 1.7203 1.9627
Co -19.5800 -1.3233 3.6733
Te -19.4701 3.4086 -0.0468
H -20.6390 5.1078 11.0403
H -20.5943 1.2669 -1.0895
H -17.6688 -5.7743 3.3954
C -17.5441 2.9718 -3.8884
H -22.1539 -1.7705 4.7661
H -18.2408 5.4027 9.9738
H -20.1059 -5.0302 0.8248
O -21.1578 -0.2844 3.4077
Si -19.9687 -3.6591 4.4127
C -19.1497 5.1991 9.3841
C -20.4932 -6.3678 3.3047
C -17.4363 0.6293 -4.0877
H -22.3070 -3.6793 2.3463
C -22.5195 -2.6522 5.2942
H -23.1364 -2.3453 6.1853
C -18.3021 -4.4476 5.1075
C -18.4048 2.8820 -2.7848
H -17.0682 -0.2663 -4.6045
Cl -18.2640 0.3619 6.3397
H -21.0061 -6.7352 4.1669
H -21.5040 6.5724 6.0515
C -17.1455 4.0785 5.4285
H -14.7014 6.1264 4.2658
H -22.9869 4.5123 1.8101
C -21.5142 4.5009 3.3583
H -18.7941 -6.5662 5.6806
Se -21.5120 0.7299 2.1088
C -21.1214 5.0483 4.5716
C -21.2772 4.1197 7.8746
C -15.8729 4.5586 5.2198
H -19.5133 -6.7774 3.4582
H -17.3697 3.1501 5.9595
C -21.4560 4.4808 9.2316
C -18.7787 1.6490 -2.2813
C -16.9455 -0.2752 2.6691
H -18.9362 6.4134 3.6779
C -15.2288 0.8787 3.8052
Cl -13.7489 1.7229 3.8024
H -16.4239 -5.0885 4.4009
H -22.4572 -5.4786 5.3339
C -17.6114 -3.2704 5.8284
H -18.9152 -5.3880 6.9375
H -20.2902 -3.3939 1.4784
H -16.6542 -3.7018 6.1487
Cl -15.0140 0.7698 1.1450
H -22.9647 -4.6902 6.8038
H -17.3281 -5.9258 6.4167
H -16.3954 2.0355 -5.3986
H -24.2046 6.4722 2.7204
P -19.8750 4.0252 5.3414
H -20.2833 -2.0992 6.9358
H -17.2163 -4.0870 3.2187
C -22.0735 -4.9277 6.1736
C -18.7458 4.1079 -1.9990
H -15.0115 4.0101 5.6196
H -21.4394 -5.6793 6.7964
C -21.3547 -3.6095 5.7865
Cl -17.4339 -1.0921 1.1892
H -23.1544 2.9844 7.7762
C -20.0817 4.4786 7.1832
C -17.4004 -4.8787 3.9426
C -19.8924 -4.4243 1.7096
C -16.7522 6.3688 3.9043
C -18.3398 -5.6569 6.0369
H -18.1672 -2.9116 6.7110
C -20.3897 5.0031 9.9655
C -22.3311 3.2749 7.2011
H -17.2449 3.9353 -4.2262
H -20.9972 3.6167 3.0127
O -23.1766 1.9766 5.5910
H -23.1765 -3.1689 4.6008
C -17.2446 0.2845 4.8779
C -17.7528 -0.3268 3.7629
C -19.5497 1.5051 -1.0405
C -15.9689 0.7613 4.9625
H -22.9040 1.7921 4.7154
H -22.3951 4.2086 9.6984
H -20.0530 -3.7572 7.4611
C -22.8847 6.6989 4.4189
H -19.4397 4.7623 -2.4503
Cl -15.3027 1.1295 6.5176
H -20.9047 -6.9728 2.4414
H -22.8243 -4.9195 3.4318
C -18.2872 0.5397 -2.9707
H -23.3607 7.5893 4.8673

As for the highest occupied orbital energy (alpha / beta): -2.75 / -2.79 eV. Its charge is -2. The value obtained for the HOMO-LUMO gap (alpha / beta) is 6.5 / 6.6 eV. The LUMO energy (alpha / beta) comes out at 3.792 / 3.790 eV. As for the spin multiplicity: 4. The value obtained for the total energy is -9160.224996 a.u.

=====

What is the formula in the fourth record? C45H51Cl5CoNO5PSeSiTe